Entry 1:
Entry from OMol25: a single C22H25F3N2O molecule (ωB97M-V/def2-TZVPD).

Structure (XYZ):
```
53
Properties=species:S:1:pos:R:3
C -1.768 -2.422 -1.049
N -1.351 -1.177 -0.431
C -1.013 -1.391 0.968
C 0.370 -1.973 1.134
C 1.240 -2.124 0.064
C 2.513 -2.635 0.255
C 2.936 -2.993 1.523
C 2.075 -2.842 2.599
C 0.802 -2.338 2.404
C -2.193 -0.017 -0.684
C -1.439 1.266 -0.243
N -0.021 1.198 -0.496
C 0.885 1.247 0.501
O 0.589 1.456 1.659
C 2.329 1.076 0.038
C 3.218 0.745 1.234
C 4.665 0.617 0.819
F 5.464 0.288 1.845
F 4.851 -0.324 -0.122
F 5.159 1.757 0.304
C -3.583 -0.014 0.013
C -4.415 0.848 -0.885
C -5.608 1.488 -0.617
C -6.198 2.245 -1.620
C -5.603 2.356 -2.864
C -4.404 1.711 -3.135
C -3.816 0.960 -2.138
C -2.547 0.163 -2.181
H -1.167 -3.226 -0.631
H -1.583 -2.397 -2.122
H -2.826 -2.664 -0.877
H -1.744 -2.053 1.464
H -1.028 -0.445 1.509
H 0.911 -1.841 -0.924
H 3.181 -2.745 -0.587
H 3.931 -3.383 1.673
H 2.399 -3.116 3.592
H 0.135 -2.219 3.246
H -1.546 1.451 0.827
H -1.873 2.122 -0.772
H 0.268 0.918 -1.419
H 2.656 2.012 -0.422
H 2.391 0.281 -0.706
H 2.909 -0.200 1.683
H 3.139 1.529 1.989
H -3.539 0.356 1.037
H -3.993 -1.028 0.039
H -6.073 1.405 0.354
H -7.130 2.755 -1.425
H -6.074 2.952 -3.632
H -3.940 1.800 -4.107
H -1.749 0.653 -2.740
H -2.755 -0.793 -2.663
```

As for the orbital gap: 9.343 eV. As for the SMILES: CN(Cc1ccccc1)C1(CNC(=O)CCC(F)(F)F)Cc2ccccc2C1. The value obtained for the maximum force is 0.8 eV/Å. Its total charge is 0. Its relative energy (zero: lowest compared OMol25 entry of this formula, charge and spin) is 0.00 kJ/mol. The calculation puts the HOMO energy at -8.746 eV.

=====

Entry 2:
Entry from OMol25: a molecular structure, C22H25F4FeN3O5 in a non-equilibrium geometry (ωB97M-V/def2-TZVPD).

Structure (XYZ):
```
60
Properties=species:S:1:pos:R:3
Fe -0.053 0.335 -1.497
C -3.290 -0.147 -1.985
N -2.405 0.890 -1.456
C -2.754 1.174 -0.060
C -2.503 2.093 -2.284
C -1.450 3.121 -1.917
N -0.153 2.488 -1.988
C 0.932 3.088 -1.477
C 2.151 2.378 -1.537
F 2.068 1.127 -2.085
C 3.345 2.825 -1.041
F 4.437 2.050 -1.142
C 3.439 4.068 -0.444
C 2.273 4.808 -0.373
F 2.313 6.016 0.210
C 1.068 4.361 -0.872
F 0.002 5.188 -0.755
H -4.330 0.204 -2.037
H -2.964 -0.439 -2.982
H -3.248 -1.021 -1.335
H -3.762 1.604 0.016
H -2.714 0.248 0.514
H -2.031 1.858 0.370
H -2.352 1.790 -3.323
H -3.505 2.537 -2.194
H -1.529 3.946 -2.634
H -1.665 3.530 -0.927
H 4.371 4.442 -0.052
C -0.113 -5.169 -2.034
N -0.436 -3.776 -1.757
C -0.956 -3.421 -0.434
C -0.263 -2.796 -2.649
C 0.278 -3.135 -4.013
O -0.553 -1.617 -2.386
H -0.403 -5.771 -1.179
H 0.956 -5.310 -2.199
H -0.656 -5.549 -2.900
H -0.803 -4.254 0.246
H -2.025 -3.201 -0.490
H -0.439 -2.549 -0.044
H 0.146 -4.175 -4.290
H 1.343 -2.899 -4.033
H -0.220 -2.500 -4.743
O 0.821 -0.858 0.279
C 0.558 0.102 1.059
O 0.116 1.187 0.616
C 0.748 -0.067 2.531
C 0.117 0.824 3.390
C 0.227 0.702 4.774
C 0.995 -0.334 5.242
O 1.269 -0.669 6.540
C 2.111 -1.815 6.490
O 2.346 -2.135 5.126
C 1.639 -1.219 4.387
C 1.527 -1.120 3.027
H -0.462 1.626 2.954
H -0.255 1.392 5.453
H 1.617 -2.656 6.985
H 3.058 -1.595 6.989
H 2.021 -1.806 2.352
```

As for the orbital gap (spin up / spin down): 7.000 / 7.064 eV. Its spin multiplicity is 5. The value obtained for the maximum force is 1.4 eV/Å. Its total charge is 0. Its relative energy (zero: lowest compared OMol25 entry of this formula, charge and spin) is 50.74 kJ/mol. The calculation puts the HOMO energy (spin up / spin down) at -6.735 / -6.797 eV.

=====

Entry 3:
Entry from OMol25: a molecular structure, C22H25F6IMgN4O5S2Se in a non-equilibrium geometry (ωB97M-V/def2-TZVPD).

Structure (XYZ):
```
67
Properties=species:S:1:pos:R:3
Mg 0.384 -1.103 -0.577
I -0.258 -0.141 2.582
C 1.834 -0.287 2.669
C 2.336 -0.437 3.930
C 3.729 -0.396 4.143
C 4.556 -0.141 3.093
C 4.044 0.021 1.782
C 4.936 0.333 0.722
C 4.461 0.478 -0.542
C 3.085 0.248 -0.801
C 2.146 -0.079 0.156
C 2.652 -0.119 1.507
H 1.670 -0.581 4.769
H 4.122 -0.542 5.140
H 5.627 -0.065 3.241
H 5.991 0.441 0.945
H 5.134 0.718 -1.358
H 2.786 0.304 -1.846
C 0.665 4.396 -1.631
C 0.677 2.859 -1.447
N 0.325 2.520 -0.078
C -1.030 2.940 0.215
C -1.160 4.474 0.029
N 0.213 4.989 -0.321
C 1.194 4.648 0.775
C 1.270 3.102 0.850
H -0.040 4.736 -2.389
H 1.646 4.818 -1.842
H 1.667 2.457 -1.656
H -0.023 2.385 -2.129
H -1.268 2.658 1.240
H -1.716 2.413 -0.449
H -1.471 4.997 0.932
H -1.817 4.758 -0.792
H 0.170 5.999 -0.417
H 0.811 5.108 1.685
H 2.139 5.119 0.507
H 1.041 2.755 1.858
H 2.268 2.743 0.594
F 2.320 0.221 -4.421
C 1.942 -1.043 -4.294
F 2.896 -1.722 -3.679
F 1.725 -1.574 -5.486
S 0.370 -1.138 -3.252
O 0.276 0.113 -2.503
O 0.616 -2.248 -2.334
N -0.838 -1.447 -4.188
S -1.333 -0.291 -5.200
O -2.137 -0.886 -6.211
O -0.293 0.641 -5.526
C -2.550 0.705 -4.182
F -3.027 0.008 -3.145
F -1.975 1.813 -3.700
F -3.574 1.066 -4.945
C -2.494 -2.813 -1.149
C -2.624 -1.412 -0.649
C -3.985 -0.890 -0.325
O -1.645 -0.682 -0.515
H -3.425 -3.366 -1.046
H -1.683 -3.316 -0.619
H -2.219 -2.770 -2.207
H -4.616 -0.958 -1.214
H -3.935 0.138 0.025
H -4.438 -1.532 0.434
Se 1.506 -4.772 2.458
C 0.822 -3.597 1.293
N 0.357 -2.815 0.561
```

As for the orbital gap: 5.685 eV. The value obtained for the maximum force is 1.1 eV/Å. Its total charge is 0. Its relative energy (zero: lowest compared OMol25 entry of this formula, charge and spin) is 24.45 kJ/mol. The calculation puts the HOMO energy at -6.717 eV.

=====

Entry 4:
Entry from OMol25: 2 unconnected molecules or ions with the total composition C22H25N2O8 in a non-equilibrium geometry (ωB97M-V/def2-TZVPD).

Structure (XYZ):
```
57
Properties=species:S:1:pos:R:3
O 7.390 -1.782 6.061
O 2.881 -3.388 0.794
O 3.568 1.052 4.486
O 1.768 -1.692 -0.083
O -8.461 3.055 -4.327
O -7.292 0.122 -7.889
O 1.244 0.716 -0.443
O 0.084 -1.476 -1.953
C 6.632 -1.055 5.437
C 2.539 -2.188 0.774
C 3.697 -0.165 4.565
C -4.168 0.688 -4.202
C -3.580 1.507 -3.259
C -7.878 1.595 -6.114
C -0.566 2.070 -1.112
C -1.757 2.268 -1.809
C -6.370 1.895 -4.260
C -5.776 0.409 -6.064
C -1.675 -0.015 -2.592
C -7.575 2.189 -4.895
C -6.981 0.703 -6.698
C 0.075 0.833 -1.145
C -0.486 -0.227 -1.887
C -5.447 1.009 -4.842
C -2.323 1.232 -2.562
N 2.916 -0.829 5.426
N 5.803 -1.571 4.534
C 6.645 0.438 5.697
C 2.847 -2.269 5.670
C 3.063 -1.240 1.862
C 4.230 -1.828 2.670
C 4.796 -0.860 3.726
H -8.099 3.395 -3.495
H -8.163 0.439 -8.174
H 1.481 -0.251 -0.322
H 0.765 -1.611 -1.227
H -3.660 -0.219 -4.512
H -4.056 2.449 -3.016
H -8.820 1.836 -6.592
H -0.122 2.875 -0.536
H -2.236 3.241 -1.764
H -6.168 2.346 -3.298
H -5.091 -0.284 -6.539
H -2.081 -0.857 -3.141
H 2.251 -0.244 5.907
H 5.876 -2.567 4.401
H 6.738 0.975 4.756
H 7.491 0.677 6.338
H 5.722 0.726 6.197
H 2.239 -2.461 6.555
H 2.381 -2.768 4.817
H 3.842 -2.682 5.833
H 3.399 -0.310 1.397
H 2.236 -1.006 2.535
H 3.901 -2.745 3.159
H 5.036 -2.087 1.982
H 5.295 -0.063 3.175
```

As for the orbital gap: 6.956 eV. The value obtained for the maximum force is 2.4 eV/Å. Its total charge is -1. The calculation puts the HOMO energy at -4.811 eV.

=====

Entry 5:
Entry from OMol25: a molecular structure, C22H25N3O3PS4Zn in a non-equilibrium geometry (ωB97M-V/def2-TZVPD).

Structure (XYZ):
```
59
Properties=species:S:1:pos:R:3
Zn 3.991 2.221 -3.129
S -1.675 1.146 -1.963
C -2.968 1.447 -0.937
S -3.165 0.544 0.682
C -4.077 2.246 -1.140
C -5.111 2.300 -0.159
N -5.876 2.369 0.711
C -4.418 3.022 -2.237
N -4.682 3.719 -3.120
C 1.681 -1.936 3.083
O 1.951 -0.542 3.215
C 3.342 -0.263 2.916
C 3.504 1.184 2.519
O 3.885 1.959 3.644
C 2.944 2.955 3.964
H 1.959 -2.304 2.071
H 0.573 -1.990 3.143
H 2.153 -2.496 3.908
H 3.633 -0.980 2.146
H 3.982 -0.476 3.838
H 2.611 1.592 2.018
H 4.304 1.243 1.752
H 3.309 3.490 4.789
H 1.945 2.503 4.062
H 2.850 3.611 3.053
C 0.427 2.228 0.343
C 1.046 3.369 -0.433
N 0.207 3.857 -1.396
O 2.198 3.743 -0.233
H 0.702 2.217 1.444
H 0.805 1.279 0.064
H -0.692 2.167 0.235
H -0.427 3.180 -1.865
H 0.636 4.390 -2.139
S -2.336 -3.824 1.373
P -1.605 -2.415 0.181
S -1.491 -0.446 0.948
C 0.150 -2.484 -0.223
C 0.688 -1.376 -0.812
C 2.077 -1.312 -1.022
C 2.869 -2.433 -0.734
C 2.245 -3.542 -0.251
C 0.940 -3.577 0.063
C -2.452 -2.099 -1.419
C -1.740 -2.104 -2.616
C -2.334 -1.709 -3.865
C -3.658 -1.337 -3.878
C -4.400 -1.481 -2.714
C -3.805 -1.927 -1.527
H 0.064 -0.533 -1.062
H 2.530 -0.390 -1.419
H 3.954 -2.430 -0.800
H 2.754 -4.437 0.015
H 0.445 -4.418 0.572
H -0.708 -2.390 -2.625
H -1.664 -1.837 -4.687
H -4.161 -0.980 -4.774
H -5.452 -1.395 -2.869
H -4.458 -2.117 -0.701
```

As for the orbital gap: 7.230 eV. The value obtained for the maximum force is 3.2 eV/Å. Its total charge is -1. Its relative energy (zero: lowest compared OMol25 entry of this formula, charge and spin) is 448.34 kJ/mol. The calculation puts the HOMO energy at -5.310 eV.

=====

Entry 6:
Entry from OMol25: a molecular structure, C22H26B2F2MnN7O4 in a non-equilibrium geometry (ωB97M-V/def2-TZVPD).

Structure (XYZ):
```
64
Properties=species:S:1:pos:R:3
Mn 0.096 0.530 1.024
C -3.080 -1.018 0.410
C -2.486 -0.116 -0.625
C -2.990 0.210 -1.884
C -2.072 1.087 -2.437
C -2.092 1.768 -3.767
N -1.086 1.262 -1.544
N -1.336 0.529 -0.431
B 0.194 2.145 -1.601
N 0.173 3.067 -0.354
N 0.071 2.527 0.888
C -0.019 3.540 1.754
C -0.166 3.357 3.231
C 0.030 4.746 1.059
C 0.154 4.406 -0.277
C 0.251 5.296 -1.474
N 1.444 1.234 -1.528
N 1.664 0.504 -0.405
C 2.763 -0.219 -0.608
C 3.312 -1.122 0.451
C 3.265 0.046 -1.886
C 2.400 0.974 -2.438
C 2.442 1.627 -3.782
H -4.156 -1.099 0.268
H -2.909 -0.629 1.415
H -2.663 -2.026 0.345
H -3.905 -0.140 -2.336
H -2.976 1.460 -4.321
H -1.211 1.515 -4.359
H -2.116 2.852 -3.657
H 0.207 2.799 -2.603
H -0.930 2.617 3.474
H -0.475 4.299 3.679
H 0.772 3.056 3.699
H -0.021 5.739 1.475
H 0.279 6.335 -1.151
H -0.605 5.166 -2.136
H 1.152 5.090 -2.050
H 2.630 -1.186 1.300
H 4.269 -0.750 0.820
H 3.476 -2.128 0.063
H 4.140 -0.382 -2.350
H 3.325 1.293 -4.323
H 2.484 2.714 -3.693
H 1.562 1.377 -4.376
O -0.727 -1.684 3.486
C -0.397 -2.121 2.252
O -0.074 -1.341 1.387
C -0.467 -3.563 2.056
C -1.153 -4.396 2.940
C -1.206 -5.756 2.687
C -0.559 -6.285 1.576
C 0.115 -5.430 0.725
C 0.166 -4.075 0.931
N 0.818 -5.990 -0.459
O 0.840 -7.194 -0.564
O 1.399 -5.205 -1.174
H -1.644 -3.981 3.810
H -1.747 -6.410 3.358
H -0.568 -7.345 1.365
H 0.693 -3.440 0.231
F 0.427 0.383 3.295
B -0.373 -0.453 3.989
F -0.801 -0.064 5.151
```

As for the orbital gap (spin up / spin down): 7.530 / 7.035 eV. Its spin multiplicity is 4. The value obtained for the maximum force is 1.8 eV/Å. Its total charge is +1. Its relative energy (zero: lowest compared OMol25 entry of this formula, charge and spin) is 0.00 kJ/mol. The calculation puts the HOMO energy (spin up / spin down) at -11.473 / -11.068 eV.

=====

Entry 7:
Entry from OMol25: a molecular structure, C22H26BaN2O13 in a non-equilibrium geometry (ωB97M-V/def2-TZVPD).

Structure (XYZ):
```
64
Properties=species:S:1:pos:R:3
Ba -0.252 -0.415 -0.715
O 2.227 -1.116 2.400
C 1.734 -0.163 1.791
O 0.505 -0.047 1.392
C 2.629 1.047 1.512
C 2.015 2.368 2.032
C 3.127 3.396 2.259
C 3.519 3.735 0.789
C 2.479 2.915 0.004
O 1.338 2.933 0.891
C 2.870 1.440 -0.011
C 2.057 0.604 -1.021
O 1.269 1.198 -1.813
O 2.186 -0.646 -0.944
H 3.564 0.838 2.024
H 1.316 2.246 2.854
H 3.956 2.996 2.849
H 2.725 4.270 2.772
H 4.541 3.432 0.544
H 3.421 4.802 0.579
H 2.198 3.301 -0.969
H 3.920 1.302 -0.282
O -1.577 0.559 -2.849
C -1.047 0.503 -3.940
C -0.284 -0.625 -4.507
C 0.053 -0.513 -5.839
C 0.714 -1.530 -6.499
C 1.093 -2.701 -5.801
C 0.798 -2.836 -4.481
C 0.080 -1.811 -3.744
O -0.215 -1.951 -2.538
N 1.023 -1.396 -7.906
O 0.695 -0.374 -8.495
O 1.641 -2.303 -8.453
H -1.152 1.360 -4.636
H -0.218 0.383 -6.385
H 1.620 -3.477 -6.341
H 1.096 -3.714 -3.923
C -4.748 -0.803 2.534
C -3.370 -1.066 1.988
C -2.716 -2.242 2.708
O -2.609 0.125 2.238
C -3.399 -1.392 0.474
O -4.468 -1.703 -0.061
O -2.245 -1.300 -0.078
H -4.724 -0.800 3.629
H -5.444 -1.560 2.173
H -5.103 0.175 2.194
H -2.667 -2.034 3.780
H -1.701 -2.400 2.339
H -3.291 -3.160 2.544
H -1.713 0.032 1.867
C -4.707 3.049 -0.609
N -3.267 3.020 -0.402
C -2.478 4.238 -0.424
C -2.629 1.825 -0.325
O -1.418 1.721 -0.231
H -5.028 4.089 -0.633
H -5.242 2.547 0.197
H -5.001 2.585 -1.553
H -3.024 5.034 0.084
H -2.252 4.560 -1.445
H -1.535 4.059 0.083
H -3.305 0.958 -0.364
```

As for the orbital gap: 7.141 eV. The value obtained for the maximum force is 3.9 eV/Å. Its total charge is -2. Its relative energy (zero: lowest compared OMol25 entry of this formula, charge and spin) is 299.43 kJ/mol. The calculation puts the HOMO energy at -2.883 eV.

=====

Entry 8:
Entry from OMol25: a molecular structure, C22H26BeN4O3 in a non-equilibrium geometry (ωB97M-V/def2-TZVPD).

Structure (XYZ):
```
56
Properties=species:S:1:pos:R:3
C -5.160 2.016 -2.242
C -5.909 1.225 -3.058
H -5.416 3.073 -2.166
H -4.343 1.627 -1.640
C -5.609 -0.175 -3.250
C -4.504 -0.757 -2.706
H -3.765 -0.197 -2.140
H -4.344 -1.822 -2.873
C -7.095 1.835 -3.783
H -7.196 2.885 -3.487
H -8.041 1.326 -3.545
H -6.977 1.807 -4.877
C -6.550 -1.025 -4.085
H -6.688 -0.625 -5.100
H -7.550 -1.112 -3.632
H -6.137 -2.035 -4.175
Be 2.568 -0.276 1.167
O 1.310 -0.324 0.165
C 0.146 -0.490 0.656
O 2.140 -0.894 2.607
C 1.042 -1.513 2.660
O 0.710 -2.331 3.622
N 0.039 -1.368 1.731
C -0.617 -2.898 3.262
C -1.208 -1.950 2.260
H -1.196 -2.999 4.179
H -0.454 -3.876 2.798
H -1.807 -1.170 2.749
H -1.792 -2.422 1.471
C -1.045 0.164 0.247
C -1.080 1.275 -0.539
H -1.960 -0.266 0.663
H -0.187 1.701 -0.991
H -2.036 1.764 -0.708
N 4.834 0.532 2.436
C 4.176 1.609 1.839
C 4.675 2.911 1.956
C 4.131 3.905 1.146
C 3.065 3.576 0.291
C 2.553 2.291 0.311
N 3.107 1.317 1.079
C 5.023 -0.674 1.756
C 6.201 -1.410 1.937
C 6.374 -2.572 1.189
C 5.351 -2.966 0.308
C 4.207 -2.193 0.201
N 4.044 -1.053 0.914
H 5.577 0.793 3.079
H 5.511 3.067 2.634
H 4.534 4.916 1.164
H 2.614 4.302 -0.383
H 1.701 1.976 -0.291
H 6.935 -1.013 2.640
H 7.276 -3.170 1.311
H 5.437 -3.875 -0.285
H 3.386 -2.441 -0.471
```

As for the orbital gap: 4.279 eV. The value obtained for the maximum force is 2.4 eV/Å. Its total charge is +2. Its relative energy (zero: lowest compared OMol25 entry of this formula, charge and spin) is 8.02 kJ/mol. The calculation puts the HOMO energy at -11.932 eV.

=====

Number 1: total energy -36401.762 eV. Number 2: total energy -83184.882 eV. Number 3: total energy -156285.011 eV. Number 4: total energy -42583.558 eV. Number 5: total energy -134880.867 eV. Number 6: total energy -79964.772 eV. Number 7: total energy -53530.216 eV. Number 8: total energy -35729.164 eV.